A cluster of 7 separate species, C16H44BCl3F4N3O2 in total, computed with wB97M-V/def2-TZVPD.

Last columns: bonded neighbours and bond lengths (Å).
Geometry (Å):
1 Cl -1.492 2.088 -0.826  no bonds
2 Cl 0.939 6.481 -2.306  no bonds
3 Cl 3.316 3.172 0.692  no bonds
4 F 2.658 1.177 -3.948  B29 1.429
5 F 2.607 2.584 -5.779  B29 1.391
6 F 1.280 0.698 -5.767  B29 1.431
7 F 0.773 2.424 -4.320  B29 1.424
8 O 2.304 -1.397 -2.080  C15 1.427, C18 1.372
9 O -1.541 -0.720 5.142  C22 1.384, C26 1.418
10 N -0.227 0.975 3.122  C14 1.510, C19 1.515, C21 1.492, C27 1.492
11 N -0.787 -1.663 -2.606  C13 1.492, C17 1.497, C23 1.482, C24 1.540
12 N 1.214 3.402 -1.750  H50 1.042, H60 1.028, H63 1.060, H66 1.034
13 C -0.850 -3.033 -3.194  N11 1.492, C25 1.495, H49 1.089, H55 1.085
14 C 0.700 -0.078 2.561  N10 1.510, C20 1.496, H36 1.089, H72 1.102
15 C 2.820 -0.237 -1.428  O8 1.427, H37 1.082, H58 1.101, H73 1.093
16 C -0.937 -0.459 -4.856  C24 1.507, H33 1.095, H56 1.090, H71 1.092
17 C -2.168 -1.159 -2.323  N11 1.497, H42 1.090, H44 1.082, H67 1.082
18 C 1.410 -2.152 -1.365  O8 1.372, C23 1.531, H30 1.103, H35 1.097
19 C -1.629 0.691 2.623  N10 1.515, C28 1.502, H38 1.089, H52 1.085
20 C 2.093 -0.085 3.106  C14 1.496, H40 1.089, H57 1.087, H69 1.092
21 C -0.148 1.169 4.599  N10 1.492, C26 1.502, H31 1.093, H61 1.087
22 C -1.573 -2.038 5.562  O9 1.384, H39 1.097, H48 1.097, H65 1.094
23 C -0.040 -1.661 -1.325  N11 1.482, C18 1.531, H43 1.097, H47 1.101
24 C -0.112 -0.726 -3.624  N11 1.540, C16 1.507, H46 1.085, H51 1.089
25 C -1.482 -4.054 -2.304  C13 1.495, H59 1.090, H64 1.091, H70 1.090
26 C -0.325 -0.058 5.448  O9 1.418, C21 1.502, H34 1.095, H54 1.091
27 C 0.255 2.236 2.487  N10 1.492, H45 1.088, H53 1.087, H62 1.097
28 C -2.719 1.562 3.179  C19 1.502, H32 1.091, H41 1.088, H68 1.093
29 B 1.842 1.748 -4.973  F4 1.429, F5 1.391, F6 1.431, F7 1.424
30 H 1.682 -2.305 -0.307  C18 1.103
31 H 0.840 1.586 4.807  C21 1.093
32 H -2.432 2.613 3.221  C28 1.091
33 H -1.097 -1.359 -5.458  C16 1.095
34 H -0.377 0.257 6.496  C26 1.095
35 H 1.394 -3.149 -1.822  C18 1.097
36 H 0.620 -0.035 1.476  C14 1.089
37 H 3.109 0.482 -2.184  C15 1.082
38 H -1.582 0.842 1.546  C19 1.089
39 H -1.966 -2.175 6.577  C22 1.097
40 H 2.143 -0.420 4.141  C20 1.089
41 H -3.582 1.396 2.539  C28 1.088
42 H -2.500 -1.564 -1.367  C17 1.090
43 H -0.580 -2.278 -0.597  C23 1.097
44 H -2.052 -0.100 -2.133  C17 1.082
45 H 0.010 2.381 1.436  C27 1.088
46 H 0.788 -1.252 -3.928  C24 1.085
47 H -0.169 -0.660 -0.886  C23 1.101
48 H -0.592 -2.528 5.506  C22 1.097
49 H -1.530 -2.900 -4.035  C13 1.089
50 H 1.261 2.829 -2.618  N12 1.042
51 H 0.135 0.200 -3.106  C24 1.089
52 H -1.821 -0.349 2.868  C19 1.085
53 H 1.314 2.379 2.685  C27 1.087
54 H 0.487 -0.769 5.290  C26 1.091
55 H 0.123 -3.291 -3.600  C13 1.085
56 H -1.922 -0.013 -4.712  C16 1.090
57 H 2.738 -0.715 2.498  C20 1.087
58 H 2.072 0.238 -0.774  C15 1.101
59 H -1.682 -4.953 -2.886  C25 1.090
60 H 0.325 3.111 -1.323  N12 1.028
61 H -0.824 2.008 4.745  C21 1.087
62 H -0.192 3.089 3.010  C27 1.097
63 H 1.146 4.420 -2.039  N12 1.060
64 H -2.450 -3.727 -1.923  C25 1.091
65 H -2.234 -2.625 4.918  C22 1.094
66 H 2.000 3.156 -1.125  N12 1.034
67 H -2.914 -1.367 -3.078  C17 1.082
68 H -3.027 1.324 4.200  C28 1.093
69 H 2.544 0.909 3.076  C20 1.092
70 H -0.879 -4.327 -1.437  C25 1.090
71 H -0.357 0.240 -5.463  C16 1.092
72 H 0.175 -1.017 2.798  C14 1.102
73 H 3.667 -0.471 -0.778  C15 1.093

## Properties
Total charge: -1
Molar mass: 503.71 Da
E: -74992.2413 eV
HOMO-LUMO gap: 0.18285 Eh

Which charges does Löwdin predict for the atoms? In e, they are: atom 1 (Cl): -0.2194, atom 2 (Cl): -0.6025, atom 3 (Cl): -0.4963, atom 4 (F): 0.0712, atom 5 (F): 0.1289, atom 6 (F): 0.0530, atom 7 (F): 0.0802, atom 8 (O): -0.1670, atom 9 (O): -0.1949, atom 10 (N): -0.2590, atom 11 (N): -0.2590, atom 12 (N): 0.1625, atom 13 (C): -0.1870, atom 14 (C): -0.1671, atom 15 (C): -0.0644, atom 16 (C): -0.0575, atom 17 (C): -0.0219, atom 18 (C): -0.2308, atom 19 (C): -0.1875, atom 20 (C): -0.0522, atom 21 (C): -0.0904, atom 22 (C): -0.1202, atom 23 (C): -0.1268, atom 24 (C): -0.1289, atom 25 (C): -0.0684, atom 26 (C): -0.1733, atom 27 (C): -0.0301, atom 28 (C): -0.0577, atom 29 (B): -1.1773, atom 30 (H): 0.1292, atom 31 (H): 0.1458, atom 32 (H): 0.0862, atom 33 (H): 0.0796, atom 34 (H): 0.1420, atom 35 (H): 0.1213, atom 36 (H): 0.1217, atom 37 (H): 0.0730, atom 38 (H): 0.0446, atom 39 (H): 0.0914, atom 40 (H): 0.0676, atom 41 (H): 0.0932, atom 42 (H): 0.0967, atom 43 (H): 0.1224, atom 44 (H): 0.0132, atom 45 (H): 0.0540, atom 46 (H): 0.1289, atom 47 (H): 0.1003, atom 48 (H): 0.0907, atom 49 (H): 0.1197, atom 50 (H): 0.0763, atom 51 (H): 0.1277, atom 52 (H): 0.1133, atom 53 (H): 0.0438, atom 54 (H): 0.1045, atom 55 (H): 0.1370, atom 56 (H): 0.0854, atom 57 (H): 0.0919, atom 58 (H): 0.0727, atom 59 (H): 0.0884, atom 60 (H): -0.0832, atom 61 (H): 0.1301, atom 62 (H): 0.1110, atom 63 (H): -0.0966, atom 64 (H): 0.0794, atom 65 (H): 0.0922, atom 66 (H): -0.0662, atom 67 (H): 0.1086, atom 68 (H): 0.0749, atom 69 (H): 0.0690, atom 70 (H): 0.0774, atom 71 (H): 0.0697, atom 72 (H): 0.1260, atom 73 (H): 0.0888